10
Properties=species:S:1:pos:R:3 method="wB97M-V/def2-TZVPD" smiles=N[Si@H]([SiH3])Cl e_above_lowest_kcal_mol=9.7 charge=0 e_tot_ha=-1097.55951 orbital_gap_ev=10.750 e_homo_ev=-10.103
N 0.660 -1.619 -0.696
Si 0.580 -0.273 0.358
Si -1.112 1.332 0.022
Cl 2.455 0.559 0.404
H 0.953 -1.786 -1.639
H 0.886 -2.490 -0.212
H 0.489 -0.944 1.720
H -2.319 1.102 0.919
H -0.978 2.879 0.417
H -1.614 1.240 -1.293

78
Properties=species:S:1:pos:R:3 method="wB97M-V/def2-TZVPD" e_above_lowest_kcal_mol=16.1 charge=+2 e_tot_ha=-3509.90618 multiplicity=2 orbital_gap_ev="5.689 / 5.684" e_homo_ev="-13.093 / -13.092"
Co -0.025 0.165 -0.852
C 3.243 -0.183 -3.753
C 2.384 -0.752 -2.814
N 1.522 0.147 -2.344
N 1.808 1.306 -2.984
C 2.845 1.133 -3.829
B 0.946 2.543 -2.615
N 1.150 2.779 -1.083
C 1.807 3.755 -0.445
C 1.819 3.471 0.906
C 1.137 2.265 1.008
N 0.737 1.846 -0.201
N -0.542 2.171 -2.816
C -1.422 2.694 -3.684
C -2.587 1.963 -3.618
C -2.334 0.986 -2.658
N -1.098 1.123 -2.176
N 1.255 3.788 -3.395
C 0.764 5.037 -3.127
C 1.082 5.846 -4.176
C 1.766 4.997 -5.073
N 1.858 3.763 -4.615
H 4.040 -0.659 -4.298
H 2.354 -1.778 -2.480
H 3.201 1.951 -4.429
H 2.235 4.581 -0.988
H 2.256 4.054 1.698
H 0.905 1.703 1.895
H -1.160 3.540 -4.299
H -3.490 2.112 -4.184
H -2.981 0.201 -2.311
H 0.217 5.249 -2.221
H 0.844 6.889 -4.300
H 2.184 5.237 -6.039
O -0.149 -0.240 1.970
C -0.957 -0.748 2.861
C -2.945 -1.164 0.330
O -3.332 -2.192 0.691
O -2.523 -0.142 -0.026
C -2.056 0.064 3.263
C -2.238 1.338 2.670
C -3.256 2.153 3.095
C -4.102 1.727 4.122
C -3.930 0.487 4.728
C -2.912 -0.340 4.314
C -0.596 -2.046 3.423
C 0.740 -2.278 3.772
C 1.105 -3.480 4.349
C 0.147 -4.465 4.561
C -1.175 -4.251 4.190
C -1.551 -3.047 3.623
H 0.672 -0.767 1.913
H -1.569 1.673 1.889
H -3.396 3.125 2.643
H -4.895 2.381 4.464
H -4.584 0.177 5.532
H -2.752 -1.279 4.823
H 1.488 -1.494 3.677
H 2.128 -3.638 4.662
H 0.432 -5.402 5.021
H -1.916 -5.024 4.345
H -2.569 -2.905 3.282
C -0.708 -4.385 -1.863
N 0.310 -3.722 -1.027
C 1.337 -4.400 -0.445
C 2.298 -3.773 0.272
C 2.203 -2.359 0.377
N 1.176 -1.714 -0.159
C 0.231 -2.369 -0.853
O -0.706 -1.698 -1.334
N 3.127 -1.625 1.018
H -0.410 -5.417 -2.017
H -0.777 -3.871 -2.817
H -1.677 -4.347 -1.370
H 1.343 -5.470 -0.601
H 3.116 -4.325 0.709
H 3.984 -2.048 1.333
H 3.124 -0.624 0.885

16
Properties=species:S:1:pos:R:3 method="wB97M-V/def2-TZVPD" smiles=N.O.O.O.O e_above_lowest_kcal_mol=4.9 charge=0 e_tot_ha=-362.33022 orbital_gap_ev=11.596 e_homo_ev=-10.817
N 1.136 1.206 1.579
H 1.476 2.082 1.978
H 1.277 0.527 2.322
H 0.115 1.293 1.596
O -1.524 -1.910 -0.126
H -1.963 -2.760 -0.078
H -0.802 -1.989 -0.809
O 0.577 -1.455 -1.737
H 0.883 -0.545 -1.529
H 1.224 -1.864 -2.313
O 1.573 1.036 -1.178
H 1.730 1.871 -1.619
H 1.477 1.208 -0.215
O -2.354 0.547 1.094
H -2.053 -0.282 0.659
H -2.771 1.035 0.375

80
Properties=species:S:1:pos:R:3 method="wB97M-V/def2-TZVPD" smiles="Cc1cc(C)c(N2CC[N+](c3c(C)cc(C)cc3C)=C2[C@@H](c2ccccc2)c2cn(C)c3ccccc23)c(C)c1" charge=+1 e_tot_ha=-1598.00469 orbital_gap_ev=7.376 e_homo_ev=-10.099
C 2.179 5.776 -3.068
C 2.227 4.369 -2.551
C 2.835 4.078 -1.326
C 2.765 2.799 -0.769
C 3.396 2.559 0.566
C 2.053 1.800 -1.451
N 1.993 0.473 -0.918
C 2.981 -0.483 -1.425
C 2.583 -1.786 -0.797
N 1.319 -1.486 -0.095
C 0.391 -2.559 0.120
C -0.773 -2.694 -0.665
C -1.073 -1.764 -1.791
C -1.636 -3.758 -0.407
C -1.371 -4.700 0.585
C -2.328 -5.832 0.841
C -0.187 -4.568 1.316
C 0.701 -3.511 1.098
C 1.913 -3.362 1.963
C 1.100 -0.137 -0.093
C 0.349 0.603 0.953
C -0.181 1.925 0.364
C -0.916 1.935 -0.815
C -1.268 3.162 -1.398
C -0.952 4.359 -0.748
C -0.322 4.334 0.495
C 0.026 3.112 1.073
C -0.700 -0.178 1.716
C -0.468 -1.198 2.631
N -1.654 -1.806 2.979
C -1.804 -2.919 3.893
C -2.698 -1.137 2.341
C -4.058 -1.405 2.408
C -4.927 -0.513 1.755
C -4.418 0.639 1.142
C -3.044 0.888 1.096
C -2.142 -0.038 1.624
C 1.599 2.029 -2.767
C 0.952 0.956 -3.587
C 1.679 3.318 -3.286
H 1.786 5.788 -4.091
H 1.522 6.399 -2.445
H 3.178 6.232 -3.063
H 3.358 4.867 -0.778
H 3.678 1.512 0.717
H 4.302 3.174 0.650
H 2.733 2.855 1.393
H 2.957 -0.514 -2.519
H 3.987 -0.161 -1.110
H 3.335 -2.116 -0.072
H 2.413 -2.573 -1.542
H -2.156 -1.578 -1.855
H -0.568 -0.806 -1.639
H -0.739 -2.169 -2.760
H -2.543 -3.860 -1.010
H -2.078 -6.357 1.772
H -3.362 -5.463 0.912
H -2.308 -6.574 0.027
H 0.053 -5.300 2.090
H 1.699 -3.740 2.972
H 2.759 -3.946 1.569
H 2.234 -2.317 2.055
H 1.135 0.871 1.696
H -1.266 0.991 -1.248
H -1.760 3.166 -2.375
H -1.186 5.311 -1.230
H -0.082 5.264 1.023
H 0.480 3.073 2.066
H 0.465 -1.469 3.125
H -2.869 -3.078 4.083
H -1.384 -3.847 3.473
H -1.285 -2.703 4.840
H -4.430 -2.280 2.936
H -5.997 -0.701 1.726
H -5.097 1.364 0.687
H -2.679 1.828 0.693
H 0.709 1.368 -4.576
H 1.605 0.090 -3.750
H 0.006 0.604 -3.157
H 1.274 3.512 -4.286

7
Properties=species:S:1:pos:R:3 method="wB97M-V/def2-TZVPD" e_above_lowest_kcal_mol=40.1 charge=-1 e_tot_ha=-779.04881 orbital_gap_ev="6.035 / 9.391" e_homo_ev="-3.257 / -5.526"
N -0.819 0.242 0.802
O 1.992 -2.549 0.323
O 3.246 -0.425 0.435
O 1.780 -0.890 -1.505
F -1.858 -0.715 0.813
S 2.099 -1.157 -0.106
H -0.584 0.300 -0.196

22
Properties=species:S:1:pos:R:3 method="wB97M-V/def2-TZVPD" smiles=CN(C)NC(C)(C)O e_above_lowest_kcal_mol=112.4 charge=0 e_tot_ha=-383.52162 orbital_gap_ev=9.179 e_homo_ev=-8.310
C -0.333 2.069 1.316
N -0.107 0.670 1.036
C -0.434 -0.102 2.170
N -0.870 0.186 -0.051
C 0.288 -0.671 -0.983
C 1.504 0.033 -1.587
C -0.593 -1.219 -2.052
O 0.706 -1.743 -0.201
H -1.033 2.248 2.052
H 0.498 2.682 1.573
H -0.665 2.597 0.503
H -1.430 0.154 2.770
H -0.429 -1.159 2.074
H 0.399 -0.051 3.073
H -1.534 -0.543 0.045
H 1.120 0.821 -2.358
H 2.194 -0.637 -2.067
H 2.047 0.519 -0.752
H -1.533 -0.628 -2.353
H -1.051 -2.173 -1.849
H -0.102 -1.438 -2.893
H 1.358 -1.615 0.534

119
Properties=species:S:1:pos:R:3 method="wB97M-V/def2-TZVPD" e_above_lowest_kcal_mol=8.2 charge=+1 e_tot_ha=-6427.76964 orbital_gap_ev=7.030 e_homo_ev=-9.546
Sn 2.958 -0.064 1.313
C -1.419 -4.129 0.928
C -2.202 -2.895 0.609
C -3.518 -2.848 0.244
C -4.159 -1.624 -0.086
N -3.511 -0.480 -0.066
N -2.240 -0.538 0.301
B -1.055 0.514 0.473
N -1.430 1.693 1.383
N -2.369 2.383 0.680
C -2.920 3.433 1.192
C -2.575 3.863 2.505
C -1.641 3.201 3.221
C -1.251 3.656 4.591
C -0.987 2.046 2.627
S 0.235 1.248 3.442
C -3.965 4.182 0.373
C -3.582 5.668 0.303
C -4.054 3.613 -1.040
C -5.320 4.027 1.078
N -0.591 0.971 -0.938
N -1.366 0.512 -1.937
C -1.135 0.888 -3.159
C -0.084 1.795 -3.446
C 0.732 2.235 -2.455
C 1.883 3.151 -2.720
C 0.475 1.784 -1.112
S 1.443 2.240 0.195
C -2.067 0.326 -4.232
C -3.376 1.127 -4.184
C -1.441 0.446 -5.624
C -2.373 -1.150 -3.942
C -1.581 -1.638 0.641
S -0.025 -1.052 1.116
C -5.627 -1.624 -0.498
C -6.461 -2.190 0.661
C -6.112 -0.212 -0.823
C -5.788 -2.508 -1.746
H -2.057 -5.010 0.981
H -0.890 -4.011 1.877
H -0.664 -4.291 0.154
H -4.091 -3.768 0.196
H -3.064 4.728 2.937
H -1.964 4.390 4.968
H -0.258 4.109 4.561
H -1.188 2.813 5.275
H -2.575 5.789 -0.106
H -3.611 6.144 1.286
H -4.281 6.200 -0.345
H -3.112 3.762 -1.576
H -4.854 4.114 -1.590
H -4.253 2.541 -1.009
H -5.292 4.434 2.093
H -5.601 2.973 1.145
H -6.097 4.556 0.521
H 0.092 2.114 -4.465
H 2.034 3.288 -3.791
H 2.792 2.757 -2.263
H 1.704 4.123 -2.255
H -3.196 2.192 -4.363
H -3.843 1.020 -3.204
H -4.067 0.763 -4.949
H -1.369 1.486 -5.950
H -2.068 -0.080 -6.346
H -0.444 -0.002 -5.653
H -2.778 -1.266 -2.936
H -1.469 -1.760 -4.026
H -3.106 -1.520 -4.664
H -6.316 -1.594 1.566
H -6.204 -3.227 0.888
H -7.520 -2.157 0.399
H -6.001 0.445 0.040
H -7.166 -0.249 -1.102
H -5.545 0.221 -1.648
H -5.563 -3.557 -1.537
H -5.126 -2.167 -2.547
H -6.817 -2.451 -2.106
O 4.973 0.443 1.055
C 5.752 0.874 0.083
C 6.936 1.555 0.420
C 7.805 2.008 -0.545
C 7.526 1.810 -1.901
C 6.372 1.150 -2.251
C 5.477 0.661 -1.284
C 4.278 -0.052 -1.709
N 3.174 -0.296 -1.011
C 2.285 -0.955 -1.843
C 2.855 -1.122 -3.060
N 4.109 -0.554 -2.959
H 7.130 1.715 1.474
H 8.706 2.533 -0.251
H 8.199 2.179 -2.663
H 6.140 1.041 -3.305
H 1.305 -1.253 -1.498
H 2.497 -1.583 -3.965
H 4.804 -0.536 -3.682
Se 7.376 -5.540 5.536
N 5.889 -4.715 6.021
C 5.384 -4.190 4.938
C 4.132 -3.446 4.905
C 3.350 -3.268 6.045
C 2.149 -2.609 5.931
C 1.772 -2.130 4.677
N 2.517 -2.262 3.590
C 3.679 -2.921 3.689
C 4.454 -3.120 2.443
N 3.977 -2.593 1.297
C 4.616 -2.863 0.162
C 5.770 -3.634 0.087
C 6.295 -4.129 1.255
C 5.631 -3.880 2.456
C 6.123 -4.411 3.720
N 7.219 -5.111 3.828
H 3.704 -3.657 6.991
H 1.506 -2.458 6.787
H 0.829 -1.609 4.548
H 4.187 -2.436 -0.738
H 6.238 -3.822 -0.870
H 7.207 -4.714 1.274

24
Properties=species:S:1:pos:R:3 method="wB97M-V/def2-TZVPD" e_above_lowest_kcal_mol=235.5 charge=0 e_tot_ha=-646.72670 orbital_gap_ev=5.940 e_homo_ev=-6.005
C 0.567 0.082 -0.017
C 1.216 1.399 0.024
C 2.553 1.489 -0.016
C 2.841 -0.971 -0.088
C -1.793 -0.184 1.459
C -1.522 0.976 0.712
C -1.885 0.953 -0.650
C -2.391 -0.186 -1.313
C -2.490 -1.389 -0.562
C -2.260 -1.302 0.819
H 1.093 -1.923 -0.544
H 0.700 2.282 -0.023
H 3.332 2.337 -0.233
H 4.391 0.171 0.107
H -1.193 -0.183 2.455
H -1.207 1.914 1.255
H -1.692 1.839 -1.245
H -2.733 -0.049 -2.411
H -2.774 -2.296 -1.077
H -2.520 -2.169 1.399
N 1.457 -1.005 -0.186
N 3.308 0.287 0.000
O -0.625 -0.158 0.119
O 3.627 -1.914 0.015

18
Properties=species:S:1:pos:R:3 method="wB97M-V/def2-TZVPD" smiles="O=C(O)c1ccccc1C(=O)O" e_above_lowest_kcal_mol=70.9 charge=0 e_tot_ha=-609.32332 orbital_gap_ev=10.264 e_homo_ev=-10.400
O -0.158 -1.872 -2.407
C 0.515 -1.266 -1.690
O 1.907 -1.462 -1.753
C 0.114 -0.118 -0.769
C 0.264 1.184 -1.290
C -0.184 2.213 -0.508
C -0.599 2.035 0.865
C -0.560 0.771 1.233
C -0.187 -0.261 0.520
C -0.325 -1.641 1.089
O 0.166 -2.660 0.574
O -0.769 -1.756 2.428
H 2.350 -1.104 -1.194
H 0.669 1.527 -2.364
H -0.423 3.393 -0.986
H -0.956 2.942 1.326
H -0.950 0.796 2.358
H -0.874 -2.720 2.568

121
Properties=species:S:1:pos:R:3 method="wB97M-V/def2-TZVPD" e_above_lowest_kcal_mol=14.0 charge=-2 e_tot_ha=-4576.47755 orbital_gap_ev=4.028 e_homo_ev=-1.321
Cs 0.516 0.106 -0.387
S 0.390 0.332 -3.843
P 1.320 -1.421 -3.451
C 0.847 -2.288 -2.117
P 1.861 -3.075 -1.034
S 2.658 -2.095 0.537
C 3.272 -3.983 -1.847
C 3.023 -4.751 -2.986
C 4.054 -5.390 -3.661
C 5.363 -5.266 -3.208
C 5.622 -4.507 -2.075
C 4.583 -3.875 -1.398
C 0.914 -4.501 -0.327
C 0.074 -5.243 -1.156
C -0.652 -6.318 -0.659
C -0.563 -6.653 0.688
C 0.252 -5.906 1.527
C 0.990 -4.840 1.021
C 3.123 -1.010 -3.449
C 4.116 -1.698 -4.138
C 5.457 -1.365 -3.969
C 5.825 -0.345 -3.104
C 4.841 0.340 -2.397
C 3.508 0.002 -2.568
C 1.112 -2.370 -5.032
C 0.310 -3.507 -5.011
C 0.068 -4.236 -6.172
C 0.639 -3.835 -7.374
C 1.432 -2.694 -7.407
C 1.655 -1.960 -6.250
H 2.010 -4.825 -3.367
H 3.838 -5.974 -4.549
H 6.173 -5.754 -3.738
H 6.641 -4.397 -1.719
H 4.777 -3.271 -0.519
H -0.033 -4.941 -2.191
H -1.302 -6.883 -1.318
H -1.141 -7.480 1.084
H 0.304 -6.138 2.584
H 1.614 -4.242 1.675
H 3.853 -2.517 -4.795
H 6.216 -1.923 -4.506
H 6.870 -0.094 -2.969
H 5.116 1.123 -1.700
H 2.730 0.539 -2.038
H -0.120 -3.797 -4.058
H -0.562 -5.117 -6.138
H 0.464 -4.403 -8.280
H 1.871 -2.371 -8.345
H 2.246 -1.052 -6.285
C -0.035 4.359 2.542
P -0.814 2.822 1.883
C -2.449 3.585 1.382
N -2.906 4.570 2.115
C -4.068 5.161 1.751
C -4.604 6.207 2.541
C -5.775 6.800 2.175
C -6.461 6.386 1.008
C -5.963 5.384 0.229
C -4.752 4.748 0.590
N -4.251 3.760 -0.188
C -3.142 3.173 0.188
P -2.410 1.843 -0.893
C -2.041 2.895 -2.355
C -3.873 0.814 -1.457
C -4.866 1.489 -2.404
C -3.221 -0.378 -2.179
C -4.594 0.316 -0.200
C -1.254 1.869 3.440
C 0.076 1.602 4.152
C -1.873 0.527 3.009
C -2.209 2.578 4.395
H -0.672 4.881 3.254
H 0.177 5.020 1.700
H 0.914 4.096 3.007
H -4.063 6.503 3.430
H -6.187 7.597 2.782
H -7.390 6.871 0.733
H -6.470 5.051 -0.668
H -2.908 3.482 -2.663
H -1.692 2.250 -3.163
H -1.220 3.567 -2.098
H -4.393 1.725 -3.360
H -5.278 2.405 -1.978
H -5.687 0.793 -2.606
H -2.619 -0.067 -3.035
H -4.002 -1.057 -2.537
H -2.561 -0.945 -1.518
H -5.083 1.134 0.335
H -3.897 -0.179 0.481
H -5.360 -0.413 -0.480
H 0.813 1.151 3.484
H -0.089 0.896 4.966
H 0.494 2.517 4.582
H -1.160 -0.123 2.494
H -2.749 0.682 2.368
H -2.189 -0.029 3.895
H -1.868 3.583 4.654
H -2.264 1.991 5.317
H -3.215 2.659 3.977
C 0.322 1.991 9.695
C 0.374 0.970 8.585
C -0.737 0.221 8.236
C -0.702 -0.742 7.222
C -1.980 -1.486 6.931
C 0.493 -0.988 6.510
Te 0.604 -2.402 4.927
C 1.627 -0.208 6.860
C 2.935 -0.368 6.135
C 1.547 0.739 7.877
H -0.710 2.211 9.975
H 0.798 2.929 9.399
H 0.840 1.632 10.590
H -1.675 0.393 8.761
H -2.071 -2.369 7.572
H -1.994 -1.844 5.902
H -2.849 -0.846 7.113
H 2.789 -0.280 5.056
H 3.344 -1.368 6.292
H 3.661 0.377 6.469
H 2.432 1.325 8.116